# 1
# C5H8O

A molecular structure, C5H8O (wB97M-V/def2-TZVPD, OMol25).

```
14
Properties=species:S:1:pos:R:3:forces:R:3
C -1.651985 -0.217058 -0.563983 0.02 -0.04 0.06
C -0.200315 0.064440 -0.880845 -0.05 0.06 -0.07
C 0.755119 0.785881 0.040231 0.10 0.28 0.01
C 0.752133 0.177272 1.437830 -0.13 0.23 0.24
O 0.900859 -1.159613 0.918866 -0.06 -0.10 0.03
C 1.028760 -0.632635 -0.394061 0.13 -0.18 -0.38
H -1.824183 -0.383725 0.502560 0.10 -0.04 -0.11
H -2.038582 -1.083783 -1.110722 0.13 0.08 0.08
H -2.247070 0.653574 -0.864771 0.06 -0.14 0.10
H -0.042154 0.381371 -1.912579 -0.01 0.04 0.15
H 1.244258 1.717057 -0.220422 0.00 -0.18 0.02
H -0.133313 0.272825 2.077719 0.07 0.05 -0.14
H 1.647880 0.468458 2.000092 -0.16 -0.08 -0.06
H 1.808594 -1.044065 -1.029915 -0.20 0.01 0.07
```
Forces are in eV/Å.

E_LUMO = 1.10 eV
strongest force on any atom = 0.441 eV/A
molecular weight = 84.12 g/mol
total energy = -270.46937 hartree

---

# 2
# C28H52N4O7

3 unconnected molecules or ions with the total composition C28H52N4O7 at a distorted geometry (wB97M-V/def2-TZVPD, OMol25).

```
91
Properties=species:S:1:pos:R:3:forces:R:3
C 3.819955 -0.953443 -0.900707 -0.18 0.06 0.12
C 2.609346 -0.588274 -1.304002 0.36 0.50 0.39
C 2.316042 -0.357442 -2.755725 1.29 -0.40 -0.52
C 0.944041 -0.855957 -3.152944 -0.50 0.76 0.88
C -0.249683 0.068109 -2.888616 -0.09 -0.45 0.42
C -0.933327 0.056110 -1.507998 0.30 0.00 -0.85
C -2.427410 0.160019 -1.702346 0.73 0.80 0.27
N -2.759073 1.419186 -2.413799 -1.22 -0.18 0.17
C -3.395797 2.470057 -1.600232 0.00 -0.83 -0.55
C -3.481873 1.121495 -3.584264 1.08 -0.16 -1.07
C -4.910224 1.549692 -3.742545 0.33 0.46 -0.44
O -2.948080 0.491318 -4.484161 -0.59 0.05 0.77
O 3.246208 -1.293389 -3.420273 -0.52 -0.46 0.11
C 3.627962 -0.805157 -4.585545 0.77 -0.69 -1.80
O 4.015081 -1.423408 -5.543542 -0.36 0.94 1.48
O 3.569525 0.559763 -4.526930 -0.18 -0.13 -0.51
C 2.821337 0.956609 -3.415909 0.26 0.72 -0.38
C 3.704064 1.816247 -2.537815 -0.66 0.52 -0.02
O 3.748726 3.132761 -3.065129 -0.24 -0.30 -0.34
C 4.261317 4.044503 -2.236114 0.92 -0.31 1.32
C 4.050155 5.419226 -2.732197 0.26 0.09 0.06
O 4.843987 3.756826 -1.205658 -0.67 0.08 -0.88
O 1.775201 1.829668 -3.908294 0.42 0.15 0.66
C 1.212186 1.460836 -4.997216 -1.02 -0.84 -2.50
N 0.703418 1.118725 -5.991917 0.81 0.68 1.71
H 4.697275 -0.696301 -1.449955 0.41 -0.60 -0.91
H 4.018588 -1.557436 -0.040744 -0.19 0.49 1.04
H 1.815964 -0.452579 -0.597690 -0.69 -0.73 0.12
H 0.969216 -1.161507 -4.180865 0.02 0.08 -0.66
H 0.805504 -1.758205 -2.583228 -0.05 -0.60 0.23
H -0.997702 -0.215726 -3.603497 -0.31 -0.08 -0.47
H -0.022084 1.091215 -3.105107 -0.08 0.29 -0.12
H -0.614891 0.927729 -0.962166 0.23 0.30 0.59
H -0.706322 -0.824734 -0.934015 0.19 -0.52 0.34
H -2.781687 -0.684657 -2.269175 -0.17 -0.30 -0.25
H -2.900825 0.156965 -0.732648 -0.47 0.07 0.40
H -2.769425 2.815249 -0.802991 0.45 -0.03 0.44
H -3.613402 3.291443 -2.254373 0.14 0.62 -0.19
H -4.348568 2.128028 -1.223332 -0.32 -0.09 0.61
H -5.544934 0.706897 -3.549218 -0.36 -0.48 0.33
H -5.209863 2.402207 -3.167871 -0.26 0.19 0.37
H -5.036803 1.792550 -4.778551 -0.14 0.08 -0.62
H 4.685767 1.392782 -2.521591 0.60 -0.35 0.14
H 3.311512 1.860189 -1.541882 -0.13 -0.03 0.62
H 4.558410 6.083428 -2.066376 0.23 0.47 0.35
H 4.474549 5.508221 -3.714625 0.07 0.09 -0.58
H 3.004260 5.663258 -2.769221 -0.50 0.04 -0.11
C -2.827137 -0.073622 3.121717 -0.04 -0.09 -0.04
C -2.620563 1.415435 3.309090 0.05 -0.15 0.18
N -3.580414 2.204748 2.575703 -0.11 0.25 -0.22
C -3.250199 3.615284 2.537104 0.13 0.30 -0.08
C -3.239582 4.395069 3.858653 -0.03 0.08 -0.06
C -4.975380 1.894282 2.832365 -0.23 -0.20 0.00
C -5.489689 2.001372 4.275416 -0.06 0.03 -0.06
H -2.811470 -0.341557 2.063503 -0.04 0.02 0.00
H -2.028238 -0.609673 3.620882 0.17 -0.17 0.09
H -3.767335 -0.418533 3.553100 0.01 0.00 -0.01
H -1.624576 1.677745 2.942925 0.00 0.08 0.00
H -2.623110 1.638058 4.388250 0.04 -0.01 0.00
H -3.931566 4.110773 1.840035 -0.09 -0.05 0.01
H -2.258732 3.712284 2.082509 0.04 -0.12 0.03
H -4.245087 4.601475 4.220518 -0.01 -0.05 0.05
H -2.751404 5.359300 3.708019 0.02 0.01 -0.01
H -2.690283 3.870991 4.640564 0.00 -0.02 0.00
H -5.161419 0.875983 2.482380 0.05 -0.01 0.01
H -5.585031 2.526203 2.182633 0.05 0.10 0.00
H -4.797474 1.556060 4.990892 0.02 -0.01 -0.01
H -6.438684 1.470272 4.365433 0.00 -0.02 -0.01
H -5.671850 3.031862 4.573332 0.07 0.02 0.04
C 4.024448 -3.571322 4.029902 0.00 -0.01 0.05
C 2.621494 -3.971314 3.601442 0.09 -0.07 0.11
N 2.414502 -3.874458 2.169670 -0.10 0.12 -0.02
C 1.027525 -3.992508 1.775785 -0.22 -0.02 -0.14
C 0.301397 -5.320277 2.027730 -0.05 0.01 -0.09
C 3.351311 -4.602975 1.347289 0.46 -0.15 -0.21
C 3.473706 -6.119627 1.553147 0.01 0.00 -0.10
H 4.268030 -2.569167 3.675844 0.01 0.00 -0.05
H 4.088976 -3.572482 5.118003 0.00 0.01 0.02
H 4.781547 -4.263291 3.660988 0.01 0.00 -0.01
H 1.909299 -3.295595 4.082027 -0.07 -0.02 -0.04
H 2.406474 -4.978485 3.993620 0.00 0.02 0.02
H 0.953863 -3.743352 0.712788 0.06 -0.04 -0.02
H 0.485388 -3.206986 2.293423 -0.15 0.21 0.21
H 0.601099 -6.091852 1.320654 0.04 -0.03 0.04
H -0.773870 -5.175594 1.904630 0.00 0.02 0.01
H 0.466147 -5.693245 3.038613 0.02 0.00 0.01
H 4.341173 -4.162248 1.490050 0.01 0.00 0.07
H 3.108489 -4.400637 0.301009 -0.10 -0.01 0.00
H 3.513162 -6.388088 2.609389 0.00 0.02 0.02
H 4.394486 -6.477831 1.090122 0.02 0.01 0.00
H 2.652936 -6.665552 1.091874 -0.04 -0.01 0.07
```
Forces are in eV/Å.

E_LUMO = 0.30 eV
SMILES = C=C[C@]1(CCCCN(C)C(C)=O)OC(=O)O[C@@]1(COC(C)=O)OC#N.CCN(CC)CC.CCN(CC)CC
strongest force on any atom = 2.828 eV/A
molecular weight = 556.75 g/mol
total energy = -1843.68751 hartree

---

# 3
# C5H12N2O

A molecular structure, C5H12N2O at a distorted geometry (wB97M-V/def2-TZVPD, OMol25).

```
20
Properties=species:S:1:pos:R:3:forces:R:3
C 0.020885 -1.414535 1.130719 -0.23 -0.26 0.27
C 1.667666 -0.965306 -0.763696 0.00 -0.14 -0.08
C 0.359215 -0.608874 -0.100810 0.15 2.53 0.52
C -0.800520 -0.266933 -0.987439 -1.14 0.15 0.84
H 0.556696 -2.370121 1.174711 0.04 0.17 -0.10
H 1.643686 -1.991736 -1.152615 0.05 0.05 0.09
H 0.248320 -0.888067 2.065720 0.19 0.08 -0.11
H -1.043094 -1.669249 1.184387 0.02 0.09 -0.09
H 2.491795 -0.888044 -0.045982 -0.13 -0.04 -0.08
H 1.896224 -0.309154 -1.607985 -0.05 0.02 0.10
H -0.504504 0.077323 -1.980710 -0.08 0.20 0.21
H -1.607037 -0.995716 -1.081278 0.07 -0.06 -0.01
N -1.240410 0.937421 -0.208064 -1.53 2.96 -1.78
C 0.468070 1.252497 0.296819 2.53 -2.37 -0.03
O -2.399471 1.738840 -0.922616 0.81 -1.64 0.30
N 0.846734 1.738723 1.425019 -1.25 0.24 -0.36
H -2.342721 2.699448 -0.787789 0.87 -0.40 0.42
H -1.588036 0.973567 0.746807 -0.30 -1.39 -0.15
H 0.400638 1.274857 2.218546 0.29 -0.22 0.06
H 0.925864 1.675060 -0.603744 -0.32 0.04 -0.01
```
Forces are in eV/Å.

E_LUMO = 0.66 eV
strongest force on any atom = 3.774 eV/A
molecular weight = 116.16 g/mol
total energy = -382.27951 hartree

---

# 4
# C3H9NO3

2 unconnected molecules or ions with the total composition C3H9NO3 at a distorted geometry (wB97M-V/def2-TZVPD, OMol25).

```
16
Properties=species:S:1:pos:R:3:forces:R:3
C -0.991424 -1.564806 -0.109300 -0.42 0.62 0.81
N -1.403535 -0.279532 0.383844 -1.07 -0.59 -0.94
C -0.539163 0.711020 0.877627 0.15 0.41 0.87
O -1.179595 1.852558 1.020511 0.00 0.01 -0.39
O 0.579070 0.441897 1.171355 0.79 -0.21 -0.17
C -0.370285 -1.332464 -1.508208 0.69 0.16 -0.78
H -1.889542 -2.179954 -0.137405 0.12 -0.09 -0.15
H -0.250119 -1.949942 0.585102 0.24 -0.16 -0.08
H -2.365761 0.017623 0.186465 0.14 0.01 0.11
H -0.529582 2.534315 1.263346 -0.15 0.11 0.18
H -0.210600 -2.322265 -1.946636 -0.18 0.07 0.09
H -1.004020 -0.737131 -2.183376 0.10 -0.29 0.36
H 0.623759 -0.867619 -1.413772 -0.42 -0.13 0.06
H 3.336766 -0.052016 -0.480024 0.17 -0.07 -0.04
H 2.160495 0.626408 -1.142980 0.27 0.14 -0.10
O 2.884705 0.016909 -1.327931 -0.42 0.01 0.19
```
Forces are in eV/Å.

E_LUMO (spin up / spin down) = -3.50 / -9.24 eV
strongest force on any atom = 1.545 eV/A
molecular weight = 107.11 g/mol
net charge = +1
spin multiplicity = 2
total energy = -399.86213 hartree

---

# 5
# C41H52CdN2O2P2S2

A molecular structure, C41H52CdN2O2P2S2 (wB97M-V/def2-TZVPD, OMol25).

```
102
Properties=species:S:1:pos:R:3:forces:R:3
Cd -0.859514 -0.696502 0.072562 -0.22 0.34 0.25
C -2.187904 -3.233475 3.792826 0.03 -0.03 0.13
C -2.009715 -2.564700 2.443660 0.00 0.01 -0.18
S -1.079384 -1.053114 2.547429 -0.03 -0.20 -0.03
C -2.508207 -3.132419 1.326143 0.00 0.00 0.00
C -3.271433 -4.434823 1.377245 -0.01 -0.07 -0.02
S -2.376053 -2.561542 -0.358150 0.07 -0.18 0.09
H -1.779194 -2.606307 4.582878 -0.01 0.02 -0.02
H -1.665561 -4.194581 3.837291 0.00 0.01 -0.02
H -3.237964 -3.418026 4.029323 -0.01 0.01 -0.01
H -3.358940 -4.846474 2.380215 0.01 0.01 0.01
H -2.784701 -5.182528 0.743543 0.01 0.02 0.02
H -4.278915 -4.306613 0.972652 0.00 0.03 0.00
N -0.028744 -0.851119 -2.283501 0.00 0.05 -0.22
C 0.301452 -0.545498 -3.347063 0.02 0.01 0.01
N 0.670033 -0.214374 -4.565667 0.01 -0.08 -0.07
C 2.075252 -0.237359 -4.970381 -0.06 0.09 0.05
C 2.147370 -0.793082 -6.379692 0.01 -0.02 -0.07
O 1.320943 -0.041445 -7.251948 0.04 0.00 0.02
C -0.040848 -0.122751 -6.869198 -0.04 0.06 -0.06
C -0.248596 0.460139 -5.483734 0.02 -0.03 0.09
H 2.637059 -0.849908 -4.266806 0.00 -0.04 -0.02
H 2.474803 0.782478 -4.953397 0.03 -0.01 0.00
H 1.832813 -1.844279 -6.383714 0.01 0.00 0.03
H 3.162406 -0.727352 -6.768831 -0.01 0.02 0.00
H -0.373004 -1.167969 -6.887462 0.00 0.00 0.01
H -0.607619 0.443173 -7.607391 0.00 -0.02 0.01
H -1.269038 0.307434 -5.134685 0.00 -0.02 -0.03
H -0.038151 1.534666 -5.487059 0.01 0.00 -0.03
C -0.863796 2.702928 -2.362889 0.04 0.03 -0.02
C -2.226341 2.452558 -1.707815 0.03 0.02 -0.07
C -2.923198 1.308220 -2.457471 -0.05 -0.04 -0.07
C -3.107621 3.694797 -1.845530 -0.03 0.02 0.02
P -1.943764 1.790519 0.019260 0.01 -0.18 -0.03
C -3.623195 1.666684 0.715689 -0.05 0.12 0.02
C -4.181621 0.403181 0.887910 -0.03 -0.01 0.03
C -5.467844 0.266785 1.396279 0.01 0.00 0.02
C -6.201869 1.384510 1.754543 -0.02 0.01 0.00
C -5.651956 2.651469 1.597573 0.02 -0.03 -0.01
C -4.375485 2.787663 1.079065 -0.01 0.03 -0.02
C -0.997920 2.997409 1.098897 0.00 0.04 0.03
C -1.198101 4.488901 0.827809 -0.03 0.06 0.02
C -1.370008 2.706113 2.559394 0.00 -0.02 0.04
C 0.488301 2.662749 0.930544 0.07 0.05 -0.06
H -1.015277 2.942370 -3.420757 0.00 -0.02 0.00
H -0.221558 1.823080 -2.295539 0.00 -0.02 0.02
H -0.328134 3.540223 -1.915823 -0.04 0.05 0.03
H -3.068703 1.613312 -3.499537 0.00 -0.02 0.00
H -3.906625 1.085880 -2.040213 0.01 0.03 0.04
H -2.342344 0.384612 -2.442316 0.02 0.01 0.01
H -3.201994 3.938160 -2.908454 0.00 -0.01 0.00
H -2.701591 4.571335 -1.346525 0.04 0.01 0.03
H -4.111965 3.514484 -1.464117 -0.01 -0.02 0.02
H -3.625548 -0.489847 0.629800 0.02 0.00 -0.03
H -5.882111 -0.725519 1.519304 -0.01 0.00 0.01
H -7.199226 1.274126 2.161134 -0.01 0.00 0.00
H -6.216288 3.531410 1.878748 0.00 0.00 0.00
H -3.961852 3.780406 0.962789 -0.03 -0.01 -0.01
H -2.227976 4.812535 0.974376 0.01 -0.01 0.00
H -0.885773 4.786770 -0.172272 0.03 -0.04 -0.04
H -0.581168 5.046733 1.538720 -0.01 0.00 0.00
H -2.380018 3.034302 2.803200 0.01 0.02 -0.02
H -0.669219 3.251671 3.198480 -0.01 -0.02 0.03
H -1.299743 1.643616 2.801866 0.01 -0.01 -0.04
H 0.840455 2.786371 -0.096014 -0.02 0.02 0.00
H 0.698172 1.636284 1.222745 0.00 -0.05 0.04
H 1.074072 3.327265 1.572689 0.02 -0.01 -0.01
O 1.435754 -0.415394 0.056776 0.37 -0.43 0.30
P 2.427808 -1.027708 1.019613 -0.24 0.36 -0.33
C 2.054772 -2.699343 1.556168 0.07 -0.13 0.06
C 1.183444 -3.471056 0.795593 -0.15 0.08 -0.14
C 0.842325 -4.751320 1.199754 0.03 0.01 0.03
C 1.408721 -5.287141 2.345544 -0.01 -0.03 0.01
C 2.327311 -4.546877 3.079323 -0.01 -0.01 -0.03
C 2.651052 -3.258555 2.687330 -0.06 0.08 0.05
C 4.022616 -1.109840 0.179420 0.11 -0.03 -0.02
C 4.075331 -0.813767 -1.177454 0.03 -0.02 0.00
C 5.285049 -0.886748 -1.856652 -0.05 0.01 -0.02
C 6.438731 -1.255447 -1.183834 0.03 -0.01 0.03
C 6.389793 -1.549946 0.174132 0.00 0.01 -0.04
C 5.186006 -1.475001 0.853603 0.01 -0.02 -0.02
C 2.716914 0.012859 2.457868 0.13 0.14 0.13
C 3.553962 1.120261 2.293372 0.07 -0.05 -0.05
C 3.735509 2.024288 3.324741 -0.04 0.00 0.05
C 3.077005 1.833203 4.533514 0.02 0.04 0.00
C 2.232437 0.747242 4.700959 -0.01 -0.01 -0.05
C 2.047140 -0.160834 3.666508 -0.06 0.04 -0.02
H 0.738725 -3.081648 -0.112287 -0.07 0.11 0.04
H 0.117754 -5.308525 0.621074 0.01 -0.03 0.00
H 1.135480 -6.283347 2.669977 0.00 0.01 0.00
H 2.779903 -4.967167 3.967997 0.00 0.00 0.00
H 3.349228 -2.686083 3.284449 -0.01 0.06 0.02
H 3.162336 -0.524239 -1.683150 -0.02 0.01 0.02
H 5.326831 -0.651782 -2.912835 0.01 0.00 -0.01
H 7.380788 -1.311639 -1.713764 0.00 0.00 0.00
H 7.291031 -1.834390 0.700899 0.01 0.00 0.00
H 5.156677 -1.694983 1.914022 -0.02 0.00 0.01
H 4.071990 1.276843 1.353944 -0.02 -0.02 0.00
H 4.386279 2.877853 3.186573 0.01 0.00 0.00
H 3.218537 2.539169 5.342224 0.00 0.00 0.00
H 1.698889 0.609516 5.632036 0.00 -0.01 0.01
H 1.334015 -0.964134 3.779926 0.00 -0.13 0.01
```
Forces are in eV/Å.

E_LUMO = 0.40 eV
strongest force on any atom = 0.641 eV/A
molecular weight = 843.37 g/mol
total energy = -3500.40600 hartree

---

# 6
# C7H27O7Ti2

A molecular structure, C7H27O7Ti2 at a distorted geometry (wB97M-V/def2-TZVPD, OMol25).

```
43
Properties=species:S:1:pos:R:3:forces:R:3
Ti 0.238686 -1.167829 3.140972 0.55 0.33 -0.94
Ti -1.819548 0.954895 2.000381 -0.15 -0.54 -0.39
O 0.124677 0.045048 1.302248 -0.14 -0.61 1.35
H 0.302036 -0.675887 0.690534 -0.28 -0.18 -0.30
C -0.387878 -3.398878 1.110030 0.46 0.13 -0.07
O 0.757825 -3.286550 2.022127 -1.13 0.61 -0.33
H -0.787209 -4.408213 1.135040 -0.07 0.00 0.02
H -1.152138 -2.679590 1.424788 0.07 -0.22 0.24
H -0.114290 -3.118760 0.086479 0.17 -0.20 0.14
H 1.463799 -3.854073 1.692832 0.09 0.10 0.16
C 3.501258 -0.423684 1.156859 0.27 0.72 0.12
O 2.757673 0.048752 0.042757 -0.19 -0.48 -0.09
H 4.464915 -0.729626 0.757990 0.01 -0.18 0.12
H 3.676395 0.392439 1.869342 -0.01 -0.15 -0.01
H 3.059190 -1.264069 1.716340 -0.15 -0.03 -0.33
H 1.830037 0.147430 0.280498 0.29 0.26 0.15
C -0.096510 -1.494609 -3.164414 0.17 0.09 -0.25
O -1.382322 -0.908887 -3.152353 -0.12 0.16 0.30
H 0.629459 -0.892564 -3.725490 -0.08 0.02 0.13
H 0.306792 -1.645766 -2.152612 -0.04 -0.04 -0.05
H -0.170814 -2.452869 -3.676897 -0.06 -0.04 0.13
H -1.320001 -0.083651 -2.639546 0.22 -0.26 -0.20
C -3.203101 -0.688017 -0.503419 -0.33 0.02 -0.28
O -3.477865 0.034138 0.717669 0.23 0.42 0.25
H -2.216893 -1.121118 -0.412844 0.16 0.00 -0.02
H -3.940085 -1.475753 -0.658074 0.03 -0.03 0.17
H -3.237248 -0.016577 -1.356115 0.17 0.03 -0.01
H -4.333833 0.469800 0.622278 0.01 -0.11 0.10
C 0.554735 2.525018 3.483670 0.43 -0.28 -0.31
O 1.647718 1.868420 2.821279 -0.46 0.25 0.34
H 0.957571 3.172270 4.261190 0.13 -0.24 0.08
H -0.012835 3.215002 2.838513 -0.01 -0.42 -0.15
H -0.088043 1.769414 3.984476 -0.14 0.33 -0.14
H 1.312390 1.359599 2.066132 -0.02 0.29 0.09
C 0.064262 2.466776 -3.185750 0.11 -0.08 0.30
C 0.096785 2.343831 -1.674822 -0.44 0.01 0.02
O -0.514611 1.075972 -1.311332 0.08 0.25 0.05
H 0.356258 3.471181 -3.488612 0.14 0.00 0.03
H -0.945386 2.305617 -3.561461 -0.01 -0.14 -0.03
H 0.755137 1.744867 -3.619935 -0.12 0.02 -0.19
H -0.486106 3.167935 -1.236913 0.15 -0.21 0.08
H 1.122372 2.392620 -1.302436 -0.04 -0.06 0.04
H -0.293256 0.815947 -0.401400 0.05 0.48 -0.30
```
Forces are in eV/Å.

E_LUMO (spin up / spin down) = -3.39 / -4.18 eV
strongest force on any atom = 1.492 eV/A
molecular weight = 319.02 g/mol
net charge = +1
spin multiplicity = 7
total energy = -2508.03635 hartree